Entry 1:
A 6-piece molecular cluster, H13O6 overall, computed with ωB97M-V with the def2-TZVPD basis set.

Output
HOMO level (spin up / spin down)	-0.70012 / -0.65092	Eh
LUMO level (spin up / spin down)	-0.2369 / -0.5748	hartree
energy relative to the best compared isomer or geometry (same formula, charge and spin)	11.1	kcal/mol
molar mass	109.098	g mol⁻¹
net charge	+2
spin multiplicity	2

Last column: Löwdin spin population.
Positions of all 19 atoms, in Å:
O: 0.191 2.456 0.275  0.00
H: 0.902 2.618 0.904  0.00
H: 0.031 3.192 -0.310  0.00
O: 0.687 -3.643 -1.089  0.36
H: -0.050 -4.297 -1.038  0.00
H: 0.985 -3.606 -0.158  0.00
O: -0.006 -1.086 -2.383  0.25
H: 0.046 -2.037 -2.140  0.00
H: 0.727 -1.008 -3.024  0.00
O: -2.594 -0.768 1.026  0.00
H: -3.518 -0.547 0.903  0.00
H: -2.481 -1.154 1.895  0.00
O: 2.630 2.574 2.233  0.37
H: 3.585 2.799 2.196  0.00
H: 2.423 2.818 3.165  0.00
O: -0.970 0.496 -0.668  0.00
H: -1.514 -0.154 -0.156  0.00
H: -0.410 1.114 -0.040  0.00
H: -0.665 0.233 -1.588  0.00

=====

Entry 2:
A 2-piece molecular cluster, C28H24NO7S overall, computed with ωB97M-V with the def2-TZVPD basis set.

Output
HOMO level	-0.13451	Eh
LUMO level	0.0773	hartree
molar mass	518.567	g mol⁻¹
net charge	-1

Last column: natural (NBO) charge in e.
Positions of all 61 atoms, in Å:
C: -5.253 -3.636 1.571  -0.26
O: -4.816 -2.350 2.082  -0.52
C: -3.563 -1.912 1.789  0.40
C: -3.180 -0.658 2.324  -0.28
C: -1.942 -0.139 2.029  -0.14
C: -0.984 -0.880 1.311  -0.15
C: 0.377 -0.390 1.147  0.11
C: 1.440 -1.124 1.593  -0.40
C: 2.803 -0.513 1.524  0.77
O: 3.011 0.631 1.193  -0.53
O: 3.851 -1.318 1.934  -0.53
C: 3.602 -2.732 1.863  0.53
C: 3.387 -3.219 0.443  -0.67
C: 4.779 -3.466 2.515  -0.62
O: 2.466 -3.040 2.698  -0.53
C: 1.303 -2.350 2.465  0.78
O: 0.297 -2.724 3.026  -0.56
C: -1.364 -2.144 0.813  -0.13
C: -2.631 -2.656 1.024  -0.33
H: -6.294 -3.682 1.894  0.20
H: -5.189 -3.690 0.471  0.18
H: -4.677 -4.463 2.018  0.18
H: -3.909 -0.100 2.905  0.22
H: -1.658 0.854 2.372  0.23
H: 0.582 0.617 0.792  0.26
H: 2.515 -2.751 -0.024  0.24
H: 4.289 -2.980 -0.133  0.23
H: 3.252 -4.308 0.475  0.22
H: 4.880 -3.172 3.563  0.23
H: 4.596 -4.545 2.466  0.22
H: 5.701 -3.232 1.977  0.22
H: -0.628 -2.719 0.251  0.21
H: -2.897 -3.632 0.615  0.21
C: -4.373 2.031 0.381  -0.29
C: -3.353 2.647 1.106  -0.20
C: -2.047 2.650 0.616  -0.30
C: -1.739 2.068 -0.638  0.10
C: -0.373 2.055 -1.094  -0.72
C: 0.603 2.808 -0.427  0.26
N: 1.435 3.483 0.067  -0.44
S: -0.196 2.036 -2.908  2.15
C: 1.448 2.681 -3.263  -0.21
C: 1.561 3.940 -3.861  -0.21
C: 2.820 4.419 -4.225  -0.22
C: 3.955 3.619 -4.047  -0.21
C: 3.823 2.338 -3.497  -0.21
C: 2.565 1.859 -3.117  -0.21
O: -0.236 0.675 -3.387  -0.96
O: -1.069 3.054 -3.447  -0.97
C: -2.815 1.561 -1.415  -0.26
C: -4.106 1.542 -0.905  -0.20
H: -5.378 1.965 0.792  0.20
H: -3.555 3.088 2.084  0.20
H: -1.233 3.086 1.205  0.22
H: 0.671 4.544 -4.023  0.25
H: 2.903 5.421 -4.648  0.21
H: 4.938 3.993 -4.342  0.20
H: 4.699 1.702 -3.362  0.21
H: 2.441 0.860 -2.700  0.23
H: -2.624 1.163 -2.414  0.22
H: -4.910 1.130 -1.518  0.20

=====

Entry 3:
ClZn as an isolated structure, computed with ωB97M-V with the def2-TZVPD basis set.

Output
HOMO level	-0.60455	Eh
LUMO level	-0.3606	hartree
energy relative to the best compared isomer or geometry (same formula, charge and spin)	28.6	kcal/mol
molar mass	100.843	g mol⁻¹
net charge	+1

Last column: natural (NBO) charge in e.
Positions of all 2 atoms, in Å:
Zn: -1.218 -0.266 0.323  1.36
Cl: 1.218 0.266 -0.323  -0.36

=====

Entry 4:
C7H10N2 as an isolated structure, computed with ωB97M-V with the def2-TZVPD basis set.

Output
HOMO level	-0.27739	Eh
LUMO level	0.0330	hartree
energy relative to the best compared isomer or geometry (same formula, charge and spin)	148.9	kcal/mol
molar mass	122.171	g mol⁻¹

Last column: natural (NBO) charge in e.
Positions of all 19 atoms, in Å:
C: 1.726 -1.300 1.768  -0.63
C: 0.906 -0.452 0.795  0.10
C: -0.326 1.249 -0.333  0.09
C: -0.472 2.713 -0.902  -0.68
C: -0.916 0.008 -0.752  0.04
C: -0.903 -1.998 -0.807  -0.21
C: -0.130 -0.871 -0.005  -0.13
H: 2.820 -1.320 1.531  0.22
H: 1.506 -0.908 2.739  0.22
H: 1.500 -2.361 1.679  0.23
H: 0.898 1.735 1.258  0.40
H: 0.845 2.872 -0.692  0.23
H: -1.292 3.433 -0.420  0.23
H: -0.697 2.698 -2.191  0.24
H: -2.687 -0.765 -1.101  0.35
H: -1.603 -2.345 -0.085  0.21
H: -0.225 -2.479 -1.371  0.21
N: 0.812 0.930 0.504  -0.54
N: -1.761 -0.840 -1.615  -0.58

=====

Which formula does entry 2 have? C28H24NO7S

=====

molar mass of number 3 (ClZn)? 100.843 g mol⁻¹

=====

Which of these has the lowest molar mass? ClZn

=====

The lowest molar mass belongs to which entry? ClZn